No. 1
9
Properties=species:S:1:pos:R:3:forces:R:3 method="wB97M-V/def2-TZVPD" largest_force_ev_per_a=5.274 homo_lumo_gap_ev=9.01
S -0.707 0.954 -0.064 -4.2880 2.0791 2.2597
S -1.112 1.947 1.743 0.6532 -1.9977 -2.5901
O -0.587 -0.656 0.050 -0.5796 1.8525 -1.4889
O 0.335 1.502 -0.843 1.5314 0.1883 -1.0265
C 0.784 -1.107 -0.052 -0.1692 -3.2062 1.2972
H 0.719 -2.236 -0.353 0.1327 2.3066 0.3672
H 1.537 -0.565 -0.598 -0.5369 0.4832 -0.7430
H -1.997 1.212 -0.876 2.2172 -1.2525 1.4756
H 1.028 -1.049 0.992 1.0393 -0.4534 0.4487

---

No. 2
12
Properties=species:S:1:pos:R:3:forces:R:3 method="wB97M-V/def2-TZVPD" largest_force_ev_per_a=6.265 homo_lumo_gap_ev="8.56 / 8.56"
Si -1.605 0.198 0.553 0.7170 -1.4307 -0.0834
O 2.247 0.821 0.749 2.0946 -0.3590 -0.6212
N 0.081 0.383 0.243 -0.2007 -2.5801 -3.9971
C 0.824 -1.010 -1.392 1.5744 5.9428 1.2040
C 1.069 0.910 0.899 -0.7755 1.5033 2.4627
H -2.052 1.369 1.256 -0.4100 0.4790 0.5133
H -1.460 -1.077 1.304 -0.9517 0.1023 0.2549
H 1.747 -1.469 -1.082 -0.1467 -0.0754 0.4773
H 0.682 1.524 1.804 0.1481 -0.3816 -0.9058
H 0.945 -0.072 -2.026 0.1500 -1.5254 0.8865
H -2.471 -0.065 -0.635 0.3840 0.2295 0.0797
H -0.006 -1.511 -1.673 -2.5835 -1.9047 -0.2709

---

No. 3
84
Properties=species:S:1:pos:R:3:forces:R:3 method="wB97M-V/def2-TZVPD" largest_force_ev_per_a=4.247 multiplicity=2 charge=+1 s_squared=0.754 homo_lumo_gap_ev="5.34 / 5.34"
Ag -2.543 -0.764 -3.132 0.4667 -0.0253 0.1033
P 2.452 -0.881 -6.099 -2.1020 1.4119 2.4280
P -4.537 5.662 5.590 -0.8820 -0.9842 -0.2964
P 0.398 -4.568 0.033 0.2955 1.7141 0.5502
O -3.310 4.556 5.741 -2.7839 0.9167 0.8269
O 3.809 -1.009 -5.203 -1.2211 -0.5654 -0.6604
O -0.443 -3.383 -0.354 0.8665 -1.9399 0.2033
O -4.454 6.105 3.982 -0.0456 -3.0964 2.6782
O 2.508 0.540 -6.768 0.5802 -1.2268 -1.3669
O 1.137 -0.996 -5.356 2.0226 -0.3898 -0.3354
O -5.970 4.798 5.696 3.0059 0.2817 0.2014
O -0.489 1.852 -1.292 0.5960 0.6750 0.4012
O 1.486 -4.209 1.163 -0.6935 0.1966 0.5563
O -0.389 -5.868 0.586 3.0121 1.2639 1.0616
O 1.349 -5.092 -1.123 -0.8676 -0.0908 0.2487
O 2.636 -1.834 -7.308 0.6053 -0.3525 -0.1138
O -4.545 6.732 6.607 0.5688 -0.5967 -1.2180
C 3.682 2.375 -5.877 -0.6501 0.8754 1.9520
C -2.618 -6.262 0.182 -0.3421 -0.7948 -0.7593
C -1.168 -6.536 -0.330 -3.4585 0.7538 -0.9679
C 2.675 -2.283 2.169 1.1380 -0.7969 -0.7264
C -5.713 7.915 3.077 0.9433 -0.4559 0.1644
C 3.584 -5.801 -0.376 -1.0085 -1.1440 -0.7366
C 3.226 -3.125 -7.061 -0.1291 -1.0123 0.1543
C 2.311 1.752 -6.050 -0.1420 -0.4280 -1.1633
C -2.303 4.388 4.775 0.4796 0.6089 0.0071
C -6.004 3.710 6.686 -0.8429 -0.1936 0.8639
C -4.292 7.415 3.612 -2.6606 3.1280 -1.0819
C 5.341 -0.897 -3.350 0.3655 -0.3434 0.2128
C 1.363 -3.071 2.094 0.1988 0.9485 -0.3426
C 3.862 -0.960 -3.756 1.0078 0.8641 -0.2753
C 0.374 2.576 -0.470 -0.5777 -0.2792 0.4680
C 2.222 -4.236 -6.833 -0.9455 0.4850 -0.4793
C -0.956 4.112 5.446 -0.6878 0.3281 -0.0577
C -5.601 3.997 8.175 -0.2304 1.1855 -0.6637
C 2.216 -6.238 -0.955 0.6181 0.0511 -0.9279
H 3.369 -1.781 -3.235 -0.1609 -0.2094 -0.5571
H 1.464 -4.187 -7.615 0.3097 -0.3025 -0.5728
H -7.064 3.456 6.674 -0.0525 0.0999 0.1445
H -5.843 8.964 2.809 0.5314 0.2879 0.6711
H -5.905 7.457 2.107 -0.2475 -0.6778 0.2716
H 3.375 -0.027 -3.472 -0.1008 -0.0589 0.2915
H -2.815 -6.552 1.214 0.6166 -0.3352 0.0510
H -5.627 3.115 8.815 0.0678 -0.2238 -0.4366
H 3.749 -3.443 -7.963 0.2732 0.6332 0.0336
H 2.913 -1.630 3.009 -0.9949 -0.1124 0.3517
H 1.141 -3.400 3.109 -0.3759 -0.4368 -0.3286
H 2.907 -1.682 1.289 -0.3519 -0.1274 -0.2541
H 2.322 -6.629 -1.966 0.5097 0.4862 -0.3249
H 0.017 3.545 -0.121 -0.5566 0.1969 -0.4329
H 3.483 -5.357 0.614 0.2067 -0.0737 -0.2634
H -0.890 4.854 6.241 0.4780 0.3498 -0.2955
H 0.594 -2.418 1.681 -0.2668 -0.2126 0.3306
H -3.335 -6.829 -0.412 -0.1097 0.0195 -0.1473
H -4.073 8.012 4.498 0.6750 0.2265 -0.3484
H -1.003 -7.592 -0.547 0.5539 -0.1709 1.0306
H -2.633 3.672 4.022 0.1846 -0.1285 -0.0135
H 3.476 -3.020 2.227 0.1674 -0.1470 -0.0820
H 3.506 3.398 -5.545 0.1494 0.3567 -0.2859
H -0.258 4.270 4.623 0.5630 -0.0065 0.4678
H -6.272 4.721 8.637 -0.4801 -0.0983 -0.2300
H 5.866 0.038 -3.544 -0.5707 0.3563 0.1527
H 1.555 -4.176 -5.973 0.7472 0.0345 0.6431
H -2.925 -5.216 0.159 0.4744 0.1327 -0.3746
H -2.216 5.382 4.337 0.4220 -0.2803 -0.6815
H 3.907 -3.068 -6.212 0.1806 0.1402 -0.2705
H 1.660 1.454 -5.229 0.6073 0.6264 0.8674
H -3.659 7.527 2.731 0.7954 -0.2622 0.6146
H -1.024 -6.080 -1.310 -0.3243 0.1174 -0.2748
H 6.027 -1.604 -3.816 -0.6137 -0.5008 -0.4411
H -5.535 2.798 6.318 0.5938 0.3701 -0.2550
H 1.662 2.359 -6.681 0.1840 0.1351 -0.1881
H 0.639 2.025 0.433 0.2095 -0.4384 -0.0866
H 4.056 -5.157 -1.117 -0.0737 0.3342 0.3165
H 4.180 -6.713 -0.372 0.2046 0.0296 0.4089
H 4.357 2.380 -6.732 -0.4907 -0.2763 -0.0696
H -4.660 4.527 8.318 0.4086 -0.4815 -0.4126
H 4.166 1.956 -4.994 0.3499 -0.4165 -0.2483
H 1.299 2.810 -0.997 0.2061 -0.2828 -0.4479
H 5.421 -1.160 -2.296 -0.0748 0.3800 0.1937
H 1.707 -7.117 -0.559 -0.1117 0.4674 1.2549
H 2.800 -5.157 -6.907 -0.4107 -0.1965 0.2377
H -6.417 7.625 3.856 -0.3474 0.0716 -0.3734
H -0.761 3.180 5.976 -0.4545 -0.3680 -0.5458